<w>
{
  "formula": "C2H4N4",
  "method": "ωB97M-V with the def2-TZVPD basis set",
  "charge": 2,
  "e_lumo_ev": -10.64,
  "species": ["C", "C", "N", "N", "N", "N", "H", "H", "H", "H"],
  "positions_angstrom": [[-0.8107, -1.1907, -1.5005], [0.3502, 1.7829, 1.1606], [2.2275, 2.1915, -1.5247], [1.5754, 1.9952, -0.6592], [-0.4914, -2.1885, -1.9144], [0.6617, 1.4377, -0.0279], [-1.4732, -0.4068, -1.1740], [0.7437, 2.6810, 1.4460], [-0.5143, 1.3364, 1.6223], [-0.3518, -2.9831, -2.5226]]
}



<x>
{
  "formula": "C2H4N4",
  "method": "ωB97M-V with the def2-TZVPD basis set",
  "charge": 2,
  "e_lumo_ev": -15.71,
  "species": ["C", "C", "N", "N", "N", "N", "H", "H", "H", "H"],
  "positions_angstrom": [[0.2320, 1.2902, -0.6053], [0.1222, 0.2407, 0.3202], [-1.8705, -2.9053, 0.4514], [2.0142, -1.1887, 0.8725], [-1.1919, -2.0781, 0.2824], [1.1601, -0.5001, 0.7304], [-0.4890, 1.1324, -1.4491], [-0.3250, 2.3964, -0.3488], [1.1306, 1.5931, -0.9498], [-0.7827, 0.0193, 0.6962]]
}



Verdict on stability: <w> comes out on top.



<w>
{
  "formula": "C4H4F2",
  "method": "ωB97M-V with the def2-TZVPD basis set",
  "charge": 0,
  "smiles": "C=C(F)C(=C)F",
  "e_lumo_ev": 0.01,
  "species": ["C", "C", "F", "C", "C", "F", "H", "H", "H", "H"],
  "positions_angstrom": [[-1.5727, -0.0657, 0.6842], [-0.7655, 0.2973, -0.3369], [-1.2611, 0.5907, -1.6591], [0.7169, 0.5138, -0.5656], [1.5577, -0.4622, 0.1283], [1.1433, 1.0189, -1.6426], [-2.6787, -0.5447, 0.4540], [-1.0957, -0.0583, 1.7618], [2.7762, -0.4610, 0.1599], [1.1796, -0.8289, 1.0161]]
}



<x>
{
  "formula": "C4H4F2",
  "method": "ωB97M-V with the def2-TZVPD basis set",
  "charge": 0,
  "smiles": "CC1=C=C1F.F",
  "e_lumo_ev": -0.25,
  "species": ["C", "C", "C", "C", "F", "H", "H", "H", "F", "H"],
  "positions_angstrom": [[-0.7534, 0.8560, -0.6579], [0.4657, 0.4015, -0.1562], [1.8558, 0.8825, -0.2892], [1.1822, 0.4799, 0.8925], [1.1234, 0.1111, 2.1217], [-0.9462, 1.7576, 0.0354], [-1.4992, 0.0886, -0.4347], [-0.7617, 1.1687, -1.6474], [-0.4856, -3.3422, 0.1123], [-0.1810, -2.4038, 0.0234]]
}



Verdict on stability: <w> comes out on top.



<w>
{
  "formula": "H4N2",
  "method": "ωB97M-V with the def2-TZVPD basis set",
  "charge": 0,
  "smiles": "NN",
  "e_lumo_ev": 1.21,
  "species": ["N", "N", "H", "H", "H", "H"],
  "positions_angstrom": [[-0.7068, -0.4668, 0.0939], [0.7735, 0.2552, -0.2554], [-1.0075, 0.2083, 0.7852], [-1.1083, -0.4014, -0.7658], [0.5615, 1.1031, 0.2856], [1.4144, -0.4205, 0.2678]]
}



<x>
{
  "formula": "H4N2",
  "method": "ωB97M-V with the def2-TZVPD basis set",
  "charge": 0,
  "e_lumo_ev": [-1.18, -0.57],
  "species": ["N", "N", "H", "H", "H", "H"],
  "positions_angstrom": [[-1.7988, -0.1379, 0.0906], [1.2949, -0.0851, 0.3083], [-1.4730, 0.7217, 0.5061], [-1.0276, -0.5094, -0.3612], [1.1655, -0.6805, -0.4861], [1.8390, 0.6912, -0.0577]]
}



Verdict on stability: <w> comes out on top.